{"formula": "C20H44Cl20OP", "method": "ωB97M-V/def2-TZVPD", "molar_mass_g_mol": 1040.6, "total_charge": 1, "multiplicity": 1, "energy_ha": -10408.5493, "species": ["C", "O", "C", "C", "C", "C", "C", "C", "C", "C", "C", "P", "H", "H", "H", "H", "H", "H", "H", "H", "H", "H", "H", "H", "H", "H", "H", "H", "H", "H", "H", "H", "H", "H", "H", "H", "C", "Cl", "Cl", "H", "H", "C", "Cl", "Cl", "H", "H", "C", "Cl", "Cl", "H", "H", "C", "Cl", "Cl", "H", "H", "C", "Cl", "Cl", "H", "H", "C", "Cl", "Cl", "H", "H", "C", "Cl", "Cl", "H", "H", "C", "Cl", "Cl", "H", "H", "C", "Cl", "Cl", "H", "H", "C", "Cl", "Cl", "H", "H"], "positions_angstrom": [[-2.7671, 1.9773, -3.0198], [-3.0803, 0.6986, -2.5049], [-3.1641, -0.3536, -3.4469], [-2.9983, -1.6428, -2.6940], [-1.7729, -1.6186, -1.8218], [-0.4873, -1.9118, -2.6030], [0.6152, -2.5681, -1.7959], [1.5591, -1.5583, -1.1647], [1.1785, -1.1353, 0.2404], [2.3765, -0.7393, 1.1116], [2.2881, 0.6954, 1.6154], [2.4419, 1.7885, 0.2160], [-2.3627, 2.5599, -2.2058], [-2.0292, 1.9199, -3.8123], [-3.6552, 2.4810, -3.3906], [-4.1328, -0.3329, -3.9393], [-2.4158, -0.2350, -4.2271], [-2.9400, -2.4513, -3.4124], [-3.8950, -1.8110, -2.1144], [-1.7052, -0.6498, -1.3437], [-1.8876, -2.3569, -1.0367], [-0.7303, -2.5413, -3.4485], [-0.0923, -0.9931, -3.0132], [0.2110, -3.2418, -1.0568], [1.1887, -3.1868, -2.4618], [2.5606, -1.9650, -1.1473], [1.5953, -0.7029, -1.8298], [0.6430, -1.9307, 0.7256], [0.5313, -0.2766, 0.2003], [2.4514, -1.3696, 1.9823], [3.3113, -0.8594, 0.5803], [3.0820, 0.9305, 2.2922], [1.3519, 0.8982, 2.1133], [1.4917, 1.4503, -0.7341], [2.2397, 3.1230, 0.5178], [3.6742, 1.6615, -0.3954], [-4.1136, 6.0116, -2.9252], [-3.0783, 5.2130, -1.7290], [-3.9506, 5.3148, -4.5398], [-5.1432, 5.9123, -2.6070], [-3.8243, 7.0533, -2.9762], [2.3609, -5.8609, -3.9095], [1.5468, -6.8373, -2.6817], [1.2120, -4.9555, -4.9039], [3.0093, -5.1557, -3.4049], [2.9369, -6.5164, -4.5495], [-4.0532, -4.2129, 0.2044], [-4.8061, -4.5069, -1.3654], [-4.4152, -2.5792, 0.7835], [-4.4412, -4.9297, 0.9168], [-2.9797, -4.3158, 0.1005], [6.3528, 1.2217, 3.4359], [6.4322, -0.2869, 2.5301], [5.1806, 2.3494, 2.7103], [6.0306, 1.0107, 4.4474], [7.3254, 1.6966, 3.4263], [-3.3389, 1.3067, 0.5199], [-1.5990, 1.1418, 0.8614], [-4.3402, 0.6234, 1.8080], [-3.5665, 2.3618, 0.4266], [-3.5434, 0.7866, -0.4085], [6.3466, 5.5114, 1.1414], [5.6237, 5.7735, -0.4568], [8.0466, 5.9667, 1.1992], [5.8018, 6.1066, 1.8636], [6.2638, 4.4560, 1.3613], [5.0768, -7.2828, -1.3710], [5.6866, -7.1226, -3.0216], [4.3122, -5.7920, -0.8025], [4.3331, -8.0698, -1.3541], [5.9067, -7.5141, -0.7162], [1.1241, 5.4929, -0.9277], [0.3623, 3.9539, -0.4600], [0.0109, 6.8546, -0.8577], [1.9420, 5.6843, -0.2447], [1.4845, 5.3958, -1.9440], [-2.2859, 0.4600, 4.9457], [-0.5697, 0.2863, 5.3595], [-3.3255, -0.2384, 6.1873], [-2.5127, 1.5145, 4.8554], [-2.4725, -0.0523, 4.0104], [-6.0813, 0.6311, 8.3936], [-6.7622, -0.8108, 9.1550], [-7.3184, 1.8265, 7.9889], [-5.3792, 1.0837, 9.0823], [-5.5866, 0.3320, 7.4785]], "atomic_forces_ev_per_a": [[-0.4, -0.4, 0.1], [0.2, 0.3, 0.0], [-0.3, 0.3, -0.1], [-0.2, 0.2, -0.2], [0.5, -0.4, 0.0], [-0.5, -0.1, 0.3], [0.2, 0.4, -0.4], [0.0, -0.4, 0.2], [0.7, 0.2, 0.1], [-0.2, 0.0, 0.0], [0.0, -0.2, -0.3], [0.0, -0.2, 0.3], [0.1, 0.2, 0.2], [0.2, -0.1, -0.3], [-0.2, 0.1, -0.2], [-0.3, 0.0, -0.2], [0.4, 0.1, -0.1], [0.0, -0.3, -0.2], [-0.2, 0.0, 0.3], [0.0, 0.1, 0.3], [0.0, -0.3, 0.3], [-0.1, -0.3, -0.3], [0.1, 0.4, -0.4], [-0.2, -0.3, 0.4], [0.3, -0.3, -0.4], [0.4, -0.2, 0.1], [0.2, 0.4, -0.2], [-0.4, -0.3, 0.2], [-0.7, 0.1, 0.0], [0.0, -0.3, 0.3], [0.3, -0.1, -0.2], [0.5, 0.2, 0.4], [-0.5, 0.1, 0.1], [0.0, 0.0, -0.2], [0.4, 0.0, 0.2], [0.3, -0.1, -0.1], [-0.1, 0.1, -0.1], [0.0, 0.1, 0.0], [0.0, 0.0, 0.0], [0.0, -0.1, 0.0], [0.0, 0.0, 0.0], [0.0, 0.0, 0.0], [0.0, -0.1, 0.0], [0.0, 0.0, 0.0], [0.0, 0.0, 0.0], [0.0, 0.0, 0.0], [-0.1, 0.0, -0.1], [0.0, -0.1, 0.0], [0.1, 0.0, 0.1], [-0.1, 0.0, 0.0], [0.0, 0.0, 0.0], [0.1, -0.2, 0.0], [0.0, 0.0, 0.0], [0.1, 0.2, 0.1], [-0.1, 0.0, 0.0], [0.0, 0.0, -0.1], [-0.3, 0.0, 0.0], [0.0, 0.1, 0.1], [0.1, 0.1, 0.0], [0.1, 0.0, 0.1], [0.1, -0.1, 0.0], [0.1, 0.0, 0.1], [-0.1, 0.0, -0.1], [0.0, 0.0, 0.0], [0.0, 0.1, 0.0], [0.1, 0.0, 0.0], [0.0, -0.1, 0.0], [0.0, 0.0, 0.0], [0.1, 0.1, 0.1], [0.0, 0.0, 0.0], [0.0, 0.0, 0.0], [0.1, 0.4, -0.1], [-0.9, 0.5, -0.3], [0.1, -0.2, 0.1], [0.0, 0.0, 0.1], [0.0, -0.1, 0.0], [0.0, 0.0, 0.0], [0.0, 0.0, -0.1], [0.0, 0.0, 0.0], [0.0, 0.0, 0.0], [0.0, -0.1, 0.0], [0.0, 0.0, 0.0], [0.0, 0.0, 0.0], [0.0, 0.0, 0.0], [0.0, 0.0, 0.0], [-0.1, 0.0, 0.0]]}